Density functional theory data (ωB97M-V/def2-TZVPD) for 11 unconnected molecules or ions with the total composition C48H125N7O15.

```
195
C48H125N7O15 (ωB97M-V/def2-TZVPD)
C -1.6221 7.0188 4.5263
O -1.5941 6.5675 3.1640
C -0.6546 5.5555 2.9748
C -0.4373 5.2178 1.4529
C -1.7609 5.1253 0.7743
N 0.3562 4.0271 1.2413
H -0.7572 7.6253 4.7949
H -1.8019 6.2487 5.2765
H -2.4644 7.7086 4.4739
H 0.3267 5.6228 3.4445
H -1.0324 4.6748 3.4942
H 0.0569 6.0647 0.9769
H -2.3115 4.3101 1.2437
H -1.6163 4.9467 -0.2912
H -2.3934 6.0049 0.8947
H 1.2058 4.3043 1.7118
H 0.0261 3.3021 1.8623
C -9.5966 -0.8872 -5.9264
O -8.7708 -1.9716 -6.3801
C -9.4292 -3.0418 -6.9819
C -8.5251 -4.3140 -6.8892
C -7.1372 -4.0858 -7.4277
N -9.1491 -5.4073 -7.5732
H -10.3701 -1.2163 -5.2326
H -10.1871 -0.6353 -6.8073
H -8.9814 -0.0367 -5.6328
H -10.3720 -3.2255 -6.4666
H -9.6848 -2.7796 -8.0085
H -8.3626 -4.6079 -5.8523
H -7.1300 -3.6900 -8.4432
H -6.5570 -5.0078 -7.4657
H -6.6588 -3.3855 -6.7430
H -9.3568 -5.1206 -8.5191
H -10.0572 -5.4118 -7.1310
C 8.2669 -2.1795 -2.1663
O 7.1753 -1.9397 -3.0713
C 5.9336 -2.2660 -2.5444
C 4.8574 -2.3814 -3.6646
C 4.5963 -0.9893 -4.3931
N 3.5880 -2.9641 -3.2624
H 8.2858 -3.1508 -1.6720
H 8.1505 -1.4758 -1.3421
H 9.2552 -2.0557 -2.6091
H 5.9483 -3.1913 -1.9685
H 5.5758 -1.5136 -1.8415
H 5.1969 -3.1517 -4.3571
H 3.8535 -1.0376 -5.1894
H 5.5241 -0.7485 -4.9122
H 4.3058 -0.2450 -3.6517
H 3.0412 -3.2201 -4.0721
H 3.0327 -2.3412 -2.6935
C -1.9173 2.9559 -10.7488
O -2.0841 3.5059 -12.0778
C -2.4336 4.9345 -12.1332
C -3.8875 5.2185 -11.8598
N -4.3407 4.8895 -10.4929
C -5.6832 5.4698 -10.3365
C -6.3733 5.1663 -8.9343
O -5.6392 5.8107 -7.8524
C -6.5045 6.0999 -6.7530
H -1.2852 3.6367 -10.1788
H -1.4597 1.9667 -10.7352
H -2.7756 2.9976 -10.0782
H -2.1130 5.2719 -13.1189
H -1.7980 5.5641 -11.5105
H -4.5005 4.6959 -12.5941
H -4.1304 6.2481 -12.1226
H -3.5879 5.2019 -9.8964
H -6.3171 5.1601 -11.1674
H -5.6350 6.5573 -10.3930
H -6.4802 4.1377 -8.5900
H -7.4237 5.4565 -8.9091
H -7.1143 5.2994 -6.3343
H -7.2604 6.8424 -7.0089
H -5.9160 6.5137 -5.9342
C -3.8823 1.5792 7.4341
O -3.1202 1.5337 8.6488
C -3.5137 0.5014 9.5579
C -2.3716 0.5770 10.5939
N -2.7465 -0.1827 11.7906
C -1.7481 -0.2872 12.8446
C -2.0105 0.7865 13.9211
O -0.9814 0.5714 14.8623
C -1.1450 1.3853 16.0010
H -4.9444 1.6995 7.6473
H -3.6858 0.7748 6.7252
H -3.5236 2.5046 6.9833
H -3.5114 -0.5113 9.1547
H -4.4097 0.7445 10.1290
H -2.2267 1.6089 10.9138
H -1.4535 0.2590 10.0998
H -3.6060 0.2426 12.1076
H -0.7368 -0.3080 12.4386
H -1.8278 -1.2452 13.3584
H -2.9964 0.6035 14.3484
H -1.9137 1.7938 13.5162
H -0.9576 2.3967 15.6403
H -0.3943 1.1999 16.7693
H -2.1426 1.3353 16.4373
C 12.4068 -4.3378 9.6774
O 11.7174 -3.7294 8.6094
C 10.7568 -4.5599 7.9326
C 10.4837 -4.0379 6.4818
N 9.7104 -2.8405 6.5756
C 9.2349 -2.2621 5.2712
C 8.3847 -3.2494 4.3689
O 7.1983 -3.4778 5.0509
C 6.3620 -4.3451 4.2826
H 13.1693 -5.0947 9.4936
H 11.7378 -4.8799 10.3457
H 12.8171 -3.6161 10.3838
H 9.8124 -4.5643 8.4769
H 11.0330 -5.6018 7.7705
H 9.9246 -4.8079 5.9501
H 11.4395 -4.0210 5.9581
H 8.8922 -2.9604 7.1555
H 10.0850 -1.9696 4.6549
H 8.6005 -1.3886 5.4214
H 8.9004 -4.1822 4.1409
H 8.1433 -2.8024 3.4046
H 6.0839 -3.9863 3.2916
H 5.4058 -4.4675 4.7912
H 6.8833 -5.2967 4.1782
C -2.6902 1.0456 -4.7862
O -1.2653 1.0363 -4.8879
C -0.5776 1.1446 -3.5885
C -0.9176 -0.0334 -2.6218
N -0.1143 -0.1486 -1.3815
C -0.8127 -0.9323 -0.3151
C -0.0206 -1.0577 1.0112
O -0.0056 0.2401 1.7692
C 0.3119 -0.0935 3.1442
H -2.9912 1.7960 -4.0552
H -2.9860 0.0501 -4.4552
H -3.1966 1.2818 -5.7220
H -0.7222 2.1592 -3.2173
H 0.4992 1.0939 -3.7497
H -0.9545 -0.9306 -3.2396
H -1.9653 -0.0286 -2.3210
H 0.0732 0.7800 -1.0314
H -0.9332 -1.9588 -0.6614
H -1.7885 -0.5155 -0.0654
H 1.0081 -1.3865 0.8640
H -0.5514 -1.7953 1.6132
H 0.5213 0.8348 3.6757
H 1.1626 -0.7744 3.1714
H -0.5146 -0.5306 3.7045
C -0.5182 -3.0376 -9.0264
C 0.8687 -3.6524 -9.4169
C 1.8377 -2.6330 -10.1077
O 1.5229 -4.0346 -8.1930
H -0.8811 -2.3513 -9.7915
H -0.5123 -2.3789 -8.1579
H -1.3137 -3.7746 -8.9166
H 0.7413 -4.5160 -10.0695
H 2.8673 -2.9631 -10.2463
H 1.9547 -1.6723 -9.6063
H 1.4215 -2.3563 -11.0764
H 2.1003 -4.7689 -8.4145
C 5.2676 -0.3650 8.4587
C 5.0206 -1.6367 9.2328
C 3.5649 -2.1338 9.2551
O 5.8278 -2.6126 8.6275
H 5.0480 -0.5732 7.4115
H 6.3191 -0.0813 8.5033
H 4.6936 0.4689 8.8627
H 5.3526 -1.4366 10.2515
H 3.4967 -2.9066 10.0208
H 3.2828 -2.5860 8.3043
H 2.9333 -1.2967 9.5523
H 5.6920 -2.5753 7.6779
C -3.1775 -6.0603 3.2350
C -1.8506 -6.8104 2.9829
C -2.0616 -8.2979 2.7151
O -1.2502 -6.2141 1.8704
H -3.0403 -5.0318 3.5687
H -3.8552 -6.5352 3.9445
H -3.8110 -6.0485 2.3481
H -1.1940 -6.6750 3.8424
H -1.2881 -9.0077 2.4218
H -2.7490 -8.4469 1.8824
H -2.6030 -8.8293 3.4979
H -0.4179 -6.6121 1.6050
C 0.0439 6.5835 -6.1294
C -1.3546 7.0389 -5.6205
C -1.2799 8.3033 -4.7071
O -2.2465 7.4180 -6.6658
H 0.5916 7.3534 -6.6728
H -0.0290 5.7177 -6.7874
H 0.5992 6.2944 -5.2371
H -1.8757 6.2622 -5.0607
H -0.6947 9.0342 -5.2651
H -0.6938 8.0104 -3.8361
H -2.2341 8.7000 -4.3602
H -3.1455 7.1167 -6.5153
```

Output
Net charge ... 0
SMILES ... COC[C@H](C)N.COC[C@H](C)N.COC[C@H](C)N.COCCNCCOC.COCCNCCOC.COCCNCCOC.COCCNCCOC.CC(C)O.CC(C)O.CC(C)O.CC(C)O
Energy relative to the best compared isomer or geometry (same formula, charge and spin) ... 7.6662 eV
Strongest force on any atom ... 2.83 eV/A

Atomic partial charges in e from the Mulliken method, atoms 1 to 6:
1. C -0.751
2. O -0.299
3. C -0.639
4. C 0.500
5. C -1.463
6. N -0.645